Entry 1:
86
Properties=species:S:1:pos:R:3:mulliken_charge:R:1 method="wB97M-V/def2-TZVPD" orbital_gap_ev="2.47 / 2.87" total_charge=+1 multiplicity=6 e_tot_ev=-76900.1947 e_homo_ev="-11.36 / -11.36" s2=8.76
Mn 0.91 4.45 -1.30 1.395
N -0.72 0.01 -0.68 0.997
O -0.10 -0.81 -0.01 -0.484
O -1.94 -0.22 -0.92 -0.490
O -0.12 1.00 -1.14 -0.549
C 6.18 4.76 -2.11 -0.944
C 5.69 4.56 -0.69 -0.250
O 4.45 3.90 -0.74 -0.491
H 5.40 5.18 -2.74 0.272
H 6.23 3.76 -2.56 0.262
H 7.15 5.25 -2.00 0.330
H 5.61 5.47 -0.09 0.277
H 6.44 3.95 -0.18 0.277
H 4.45 3.03 -0.34 0.290
C -5.01 -6.17 0.72 -1.072
C -4.15 -4.85 0.67 -0.161
O -4.80 -4.00 -0.28 -0.497
H -5.92 -5.84 1.21 0.274
H -4.57 -6.89 1.42 0.353
H -5.13 -6.63 -0.26 0.299
H -3.11 -5.09 0.48 0.290
H -4.24 -4.35 1.63 0.245
H -4.23 -3.24 -0.41 0.270
C -1.55 -2.52 6.07 -1.146
C -0.78 -2.44 4.79 0.025
O 0.07 -3.58 4.65 -0.532
H -2.25 -1.71 6.27 0.356
H -0.90 -2.66 6.93 0.289
H -2.26 -3.35 6.13 0.302
H -0.28 -1.49 4.59 0.222
H -1.47 -2.37 3.94 0.198
H 0.51 -3.59 3.80 0.288
C 5.08 -5.19 -1.08 -0.971
C 3.82 -4.39 -1.19 -0.152
O 3.00 -4.34 -0.07 -0.539
H 4.91 -6.15 -0.59 0.281
H 5.64 -4.62 -0.34 0.238
H 5.70 -5.28 -1.97 0.329
H 3.19 -4.82 -1.96 0.262
H 3.85 -3.32 -1.41 0.254
H 2.26 -3.74 -0.20 0.299
C 4.91 -0.16 4.11 -0.951
C 5.13 -0.14 2.61 -0.289
O 4.09 0.44 1.97 -0.418
H 4.86 0.82 4.57 0.265
H 5.85 -0.62 4.41 0.332
H 3.97 -0.58 4.45 0.271
H 5.36 -1.16 2.30 0.242
H 6.07 0.38 2.43 0.276
H 3.50 -0.31 1.86 0.276
C -6.55 0.66 1.59 -1.012
C -6.98 0.97 0.14 -0.151
O -5.97 1.88 -0.38 -0.515
H -6.81 1.45 2.30 0.295
H -5.47 0.70 1.76 0.281
H -6.88 -0.28 2.04 0.327
H -7.98 1.38 0.09 0.299
H -6.86 0.02 -0.38 0.197
H -5.13 1.42 -0.41 0.281
C -1.01 4.29 3.91 -1.092
C 0.12 3.59 3.07 -0.154
O 0.48 4.62 2.17 -0.486
H -0.79 5.08 4.63 0.360
H -1.52 3.48 4.42 0.328
H -1.71 4.84 3.28 0.308
H -0.33 2.73 2.58 0.284
H 0.93 3.30 3.74 0.214
H 1.09 5.23 2.59 0.295
C 3.20 1.33 -4.72 -1.030
C 1.99 2.22 -5.11 -0.190
O 1.95 3.38 -4.32 -0.457
H 3.26 1.21 -3.64 0.261
H 4.20 1.68 -4.94 0.313
H 3.13 0.32 -5.14 0.343
H 1.18 1.57 -4.77 0.196
H 1.96 2.42 -6.18 0.320
H 2.24 4.14 -4.83 0.287
C -5.25 -0.19 -5.73 -0.819
C -4.22 0.94 -5.35 -0.343
O -4.75 2.22 -5.26 -0.522
H -5.72 0.08 -6.69 0.308
H -5.95 -0.17 -4.90 0.219
H -4.67 -1.11 -5.71 0.295
H -3.39 0.94 -6.06 0.316
H -3.72 0.85 -4.39 0.237
H -4.83 2.48 -6.18 0.310

Entry 2:
89
Properties=species:S:1:pos:R:3:mulliken_charge:R:1 method="wB97M-V/def2-TZVPD" orbital_gap_ev=9.27 total_charge=0 smiles=OCCO.OCCO.OCCO.OCCO.OCCO.OCCO.OCCO.OCCO.CCO e_tot_ev=-54344.2069 e_homo_ev=-9.29
O 9.30 8.71 13.61 -0.260
C 8.26 8.19 14.45 -0.587
C 7.28 9.31 14.80 -0.446
O 6.67 9.83 13.69 -0.540
H 8.97 9.10 12.79 0.238
H 7.67 7.39 14.01 0.352
H 8.70 7.81 15.37 0.343
H 7.72 10.15 15.33 0.248
H 6.54 8.87 15.47 0.344
H 6.70 10.78 13.85 0.359
O 15.27 9.76 12.39 1.697
C 13.98 10.24 12.84 -0.843
C 12.87 9.24 12.35 -0.312
O 12.93 9.06 10.93 -0.771
H 15.29 9.95 11.45 -0.826
H 13.96 10.40 13.92 0.460
H 13.77 11.20 12.36 0.049
H 11.88 9.61 12.61 0.389
H 12.97 8.27 12.83 0.014
H 12.28 8.38 10.77 0.429
O 16.22 9.31 9.75 -0.345
C 16.20 7.97 9.24 -0.651
C 16.19 6.90 10.42 -0.342
O 14.96 6.75 11.20 -0.621
H 16.24 9.92 9.01 0.207
H 15.34 7.80 8.59 0.294
H 17.06 7.87 8.58 0.462
H 17.00 7.21 11.09 0.049
H 16.41 5.91 10.02 0.448
H 14.56 7.62 11.27 0.347
O 11.63 10.17 15.22 -0.386
C 10.89 11.27 15.76 -0.586
C 10.32 12.24 14.73 -0.373
O 11.38 12.74 13.92 -0.503
H 10.99 9.55 14.89 0.087
H 10.08 10.91 16.39 0.333
H 11.55 11.84 16.42 0.438
H 9.92 13.09 15.28 0.391
H 9.53 11.83 14.10 0.174
H 12.04 13.18 14.45 0.299
O 17.59 14.55 10.46 -0.560
C 16.56 14.28 11.36 -0.900
C 15.65 13.02 11.01 0.703
O 14.83 13.33 9.91 -0.594
H 17.32 15.04 9.68 0.310
H 16.96 14.30 12.37 0.351
H 15.88 15.13 11.39 0.384
H 15.05 12.87 11.91 -0.047
H 16.27 12.13 10.85 -0.056
H 14.30 12.55 9.72 0.592
O 13.42 11.13 9.39 -0.494
C 12.36 11.67 8.51 -0.588
C 12.18 10.82 7.22 -0.405
O 13.30 10.92 6.33 -0.501
H 13.09 10.37 9.87 0.223
H 11.45 11.80 9.10 0.414
H 12.65 12.68 8.21 0.375
H 11.35 11.18 6.61 0.475
H 11.97 9.80 7.54 0.122
H 12.91 10.74 5.47 0.305
O 14.30 5.04 15.54 -0.563
C 15.24 5.68 14.72 -0.199
C 15.22 7.17 14.97 0.291
O 15.87 7.43 16.21 -0.591
H 14.34 5.55 16.35 0.338
H 16.21 5.19 14.86 0.315
H 14.89 5.50 13.71 0.109
H 14.19 7.51 15.00 0.233
H 15.74 7.74 14.19 -0.217
H 16.82 7.44 16.03 0.352
O 17.09 11.25 13.78 -0.572
C 18.05 10.29 14.19 -0.170
C 18.72 9.58 13.03 0.807
O 19.61 8.59 13.40 -0.591
H 16.34 10.69 13.53 0.077
H 18.71 10.66 14.97 0.367
H 17.52 9.53 14.77 -0.106
H 19.23 10.30 12.39 0.244
H 17.97 9.10 12.39 -0.642
H 19.62 7.84 12.81 0.337
C 10.83 5.85 12.13 -0.607
C 10.43 6.10 10.65 -0.321
O 11.33 7.09 10.23 -0.393
H 10.73 6.80 12.67 -0.105
H 11.85 5.49 12.22 0.217
H 10.20 5.08 12.58 0.419
H 9.40 6.45 10.55 0.310
H 10.62 5.28 9.96 0.320
H 11.06 7.26 9.32 0.170

Entry 3:
90
Properties=species:S:1:pos:R:3:mulliken_charge:R:1 method="wB97M-V/def2-TZVPD" orbital_gap_ev=9.90 total_charge=0 smiles=OCCO.OCCO.OCCO.OCCO.OCCO.OCCO.OCCO.OCCO.OCCO e_tot_ev=-56392.8622 e_homo_ev=-9.47
O 14.48 -1.00 19.37 -0.604
C 14.84 -2.14 18.59 0.306
C 14.27 -3.47 19.16 0.184
O 12.90 -3.27 19.33 -0.497
H 13.85 -1.29 20.04 0.354
H 14.38 -2.08 17.61 -0.441
H 15.92 -1.99 18.46 0.331
H 14.78 -3.70 20.15 0.355
H 14.40 -4.36 18.50 -0.160
H 12.44 -4.04 19.71 0.288
O 10.76 0.91 14.74 -0.673
C 11.54 1.43 13.70 -0.444
C 12.62 0.45 13.46 -0.170
O 13.17 0.07 14.68 -0.593
H 11.35 0.48 15.34 0.362
H 10.86 1.59 12.83 0.317
H 12.07 2.40 13.92 0.295
H 13.39 0.86 12.80 0.438
H 12.34 -0.48 12.95 0.080
H 14.05 -0.34 14.65 0.309
O 11.38 -2.93 14.89 0.421
C 11.77 -2.97 16.31 0.743
C 11.66 -4.43 16.72 0.435
O 10.28 -4.86 16.55 0.620
H 10.78 -2.17 14.83 -0.227
H 12.82 -2.63 16.36 -1.169
H 11.04 -2.42 16.87 0.465
H 11.81 -4.70 17.75 0.118
H 12.25 -5.14 16.12 -0.360
H 10.04 -4.76 15.62 -0.372
O 9.14 -1.13 14.03 -0.581
C 7.94 -1.26 14.83 -0.533
C 7.64 -2.74 14.83 0.673
O 7.88 -3.24 13.55 -0.735
H 9.57 -0.24 14.20 0.272
H 8.16 -0.96 15.87 0.353
H 7.13 -0.70 14.34 0.369
H 6.57 -2.87 15.03 0.413
H 8.23 -3.31 15.56 -0.629
H 8.56 -2.65 13.20 0.461
O 14.17 -6.71 16.95 -0.345
C 13.94 -8.05 16.48 -0.165
C 15.25 -8.61 16.00 -0.657
O 16.13 -8.45 17.11 -0.555
H 14.98 -6.69 17.37 0.299
H 13.67 -8.73 17.29 0.189
H 13.05 -7.98 15.78 0.239
H 15.69 -8.18 15.10 0.342
H 15.05 -9.63 15.76 0.356
H 17.08 -8.46 16.90 0.302
O 15.28 -1.77 14.52 -0.521
C 14.58 -2.77 13.85 0.683
C 15.21 -3.21 12.49 -0.522
O 16.63 -3.52 12.77 -0.564
H 16.18 -1.73 14.16 0.362
H 14.49 -3.70 14.44 -0.128
H 13.57 -2.50 13.65 -0.393
H 15.17 -2.39 11.77 0.366
H 14.65 -4.09 12.14 0.316
H 17.11 -3.77 11.97 0.291
O 11.11 -5.38 19.84 -0.461
C 11.12 -6.75 20.19 -0.529
C 11.29 -7.61 18.93 0.350
O 10.08 -7.47 18.16 -0.651
H 10.17 -5.17 19.66 0.277
H 11.87 -6.98 20.93 0.428
H 10.10 -7.02 20.57 0.227
H 11.39 -8.63 19.18 0.510
H 12.11 -7.12 18.33 -0.507
H 10.25 -6.77 17.53 0.129
O 9.67 -5.43 13.83 -0.481
C 10.34 -5.87 12.68 -0.589
C 11.76 -6.19 13.10 -0.149
O 12.52 -5.03 13.21 -0.465
H 8.96 -4.77 13.62 0.236
H 9.89 -6.74 12.25 0.432
H 10.38 -5.07 11.92 0.293
H 12.29 -6.80 12.37 0.409
H 11.72 -6.61 14.12 -0.152
H 12.09 -4.27 13.71 0.071
O 7.35 -7.30 19.07 -0.601
C 6.99 -6.25 18.16 -0.317
C 7.35 -4.88 18.69 -0.407
O 8.71 -4.55 18.81 -0.495
H 8.27 -7.59 18.94 0.407
H 7.44 -6.42 17.16 0.136
H 5.89 -6.26 18.05 0.424
H 6.94 -4.85 19.74 0.302
H 6.71 -4.21 18.07 0.271
H 9.15 -4.74 17.96 0.232

Entry 4:
90
Properties=species:S:1:pos:R:3:mulliken_charge:R:1 method="wB97M-V/def2-TZVPD" orbital_gap_ev=9.90 total_charge=0 smiles=OCCO.OCCO.OCCO.OCCO.OCCO.OCCO.OCCO.OCCO.OCCO e_tot_ev=-56391.9874 e_homo_ev=-9.50
O 8.57 10.79 16.01 -0.552
C 8.52 12.22 16.00 -0.495
C 8.52 12.76 14.56 -0.510
O 9.82 12.44 14.05 -0.458
H 9.14 10.62 15.26 0.322
H 7.53 12.51 16.39 0.380
H 9.34 12.73 16.58 0.221
H 8.34 13.83 14.51 0.445
H 7.87 12.16 13.95 0.322
H 9.87 12.63 13.11 0.123
O 15.59 9.74 13.40 -0.332
C 16.78 9.76 12.60 0.037
C 17.87 10.50 13.27 -0.763
O 18.35 9.95 14.49 -0.508
H 15.81 9.72 14.35 0.267
H 17.13 8.70 12.38 0.259
H 16.51 10.20 11.61 0.115
H 17.47 11.48 13.52 0.334
H 18.70 10.62 12.58 0.371
H 18.48 8.99 14.31 0.332
O 14.39 16.16 6.58 -0.480
C 15.41 16.09 7.50 -0.587
C 15.53 14.86 8.31 -0.514
O 14.48 14.68 9.22 -0.463
H 14.24 15.23 6.41 0.325
H 16.35 16.34 6.96 0.322
H 15.22 16.94 8.14 0.296
H 16.41 14.77 8.91 0.408
H 15.50 13.98 7.63 0.265
H 13.76 15.08 8.74 0.290
O 10.23 9.25 13.68 -0.495
C 9.03 8.43 13.42 -0.797
C 8.97 8.05 11.99 0.359
O 10.00 7.16 11.68 -0.504
H 11.02 8.71 13.89 0.149
H 8.97 7.59 14.07 0.363
H 8.22 9.11 13.70 0.382
H 9.02 9.03 11.44 -0.433
H 8.06 7.62 11.64 0.484
H 10.16 7.28 10.74 0.512
O 11.22 10.78 8.88 -0.561
C 9.79 10.49 8.73 0.187
C 9.62 9.11 8.18 -0.988
O 10.09 8.12 9.13 -0.544
H 11.40 10.71 9.84 -0.068
H 9.25 10.63 9.72 -0.086
H 9.40 11.26 8.02 0.320
H 10.15 9.09 7.27 0.355
H 8.57 8.91 7.98 0.431
H 11.05 7.97 9.03 0.433
O 12.69 7.62 14.13 -0.519
C 12.93 6.73 13.07 -1.390
C 13.03 7.42 11.77 0.973
O 14.22 8.11 11.61 -0.519
H 12.41 7.08 14.86 0.272
H 13.82 6.13 13.32 0.503
H 12.17 5.98 13.05 0.554
H 12.14 8.00 11.60 -0.560
H 13.01 6.58 11.08 0.334
H 14.69 8.23 12.44 0.172
O 15.49 9.47 9.45 -0.443
C 15.02 9.52 8.20 -0.554
C 14.15 8.36 7.70 -0.666
O 12.97 8.25 8.41 -0.464
H 14.89 8.95 10.04 0.444
H 14.49 10.47 8.08 0.235
H 15.90 9.51 7.58 0.433
H 14.58 7.32 7.78 0.317
H 14.08 8.52 6.66 0.404
H 12.72 9.21 8.53 0.262
O 11.51 14.61 9.39 -0.354
C 10.11 14.72 9.38 -0.515
C 9.44 14.27 10.70 -0.392
O 9.08 12.90 10.63 -0.530
H 11.72 13.81 9.86 0.421
H 9.79 15.74 9.17 0.464
H 9.58 14.15 8.50 0.144
H 8.49 14.91 10.66 0.354
H 10.15 14.63 11.44 0.284
H 9.88 12.41 11.02 0.036
O 11.30 11.03 11.82 1.255
C 12.53 11.49 12.41 -0.629
C 13.52 11.90 11.41 0.210
O 13.16 13.13 10.80 -0.620
H 10.85 10.41 12.44 -0.177
H 12.27 12.34 13.11 0.293
H 12.94 10.66 13.09 0.232
H 13.56 11.11 10.64 -0.256
H 14.46 11.92 11.95 0.518
H 13.91 13.45 10.24 0.203

Entry 5:
90
Properties=species:S:1:pos:R:3:mulliken_charge:R:1 method="wB97M-V/def2-TZVPD" orbital_gap_ev=9.95 total_charge=0 smiles=OCCO.OCCO.OCCO.OCCO.OCCO.OCCO.OCCO.OCCO.OCCO e_tot_ev=-56392.5427 e_homo_ev=-9.78
O 0.56 -2.14 4.31 -0.505
C 0.04 -3.40 3.92 -0.778
C 0.06 -3.52 2.43 0.663
O 1.32 -3.17 1.90 -0.695
H 1.40 -2.15 3.85 0.325
H 0.61 -4.22 4.37 0.304
H -0.99 -3.46 4.31 0.340
H -0.76 -2.95 1.96 -0.220
H -0.18 -4.58 2.28 0.050
H 1.19 -2.67 1.08 0.452
O -4.36 0.62 0.08 -0.526
C -3.54 1.80 -0.01 -0.448
C -2.78 2.12 1.29 -0.087
O -3.73 2.64 2.28 -0.612
H -5.12 0.85 0.61 0.377
H -2.74 1.64 -0.75 0.016
H -4.13 2.67 -0.35 0.393
H -2.13 2.96 1.09 0.539
H -2.15 1.28 1.64 0.129
H -3.24 3.20 2.89 0.333
O 0.64 3.97 -1.96 -0.437
C 1.30 4.26 -3.28 -0.470
C 1.63 2.92 -3.85 -0.178
O 0.53 2.20 -4.23 -0.593
H -0.02 4.65 -1.82 0.212
H 0.60 4.90 -3.84 0.400
H 2.17 4.86 -3.07 0.222
H 2.26 2.38 -3.08 0.106
H 2.30 3.15 -4.71 0.410
H 0.11 1.75 -3.46 0.388
O -0.77 -4.70 -1.95 -0.683
C -1.89 -4.26 -1.08 0.604
C -2.12 -5.40 -0.13 -0.323
O -2.28 -6.58 -0.95 -0.572
H -0.66 -5.65 -1.74 0.397
H -1.57 -3.32 -0.61 -0.761
H -2.69 -4.04 -1.76 0.260
H -2.96 -5.11 0.51 0.261
H -1.21 -5.47 0.46 0.328
H -2.76 -6.35 -1.76 0.335
O 1.32 1.99 1.86 -0.352
C 2.04 0.87 2.36 0.006
C 3.20 1.33 3.21 -0.493
O 2.81 2.12 4.36 -0.522
H 1.82 2.38 1.14 0.273
H 1.35 0.22 2.93 0.273
H 2.42 0.22 1.56 0.164
H 3.87 2.02 2.70 0.217
H 3.83 0.48 3.55 0.314
H 2.02 1.71 4.70 0.320
O 2.59 3.29 -0.23 -0.444
C 3.38 4.44 0.06 -0.384
C 4.68 4.47 -0.73 -0.436
O 5.39 5.68 -0.44 -0.520
H 1.97 3.55 -0.93 0.062
H 2.80 5.36 -0.17 0.382
H 3.64 4.43 1.13 0.278
H 4.53 4.27 -1.77 0.256
H 5.29 3.66 -0.34 0.277
H 4.85 6.44 -0.68 0.312
O -0.46 0.44 -2.26 -0.524
C 0.09 0.58 -0.98 -0.150
C -0.32 -0.55 -0.03 0.085
O 0.47 -1.74 -0.23 -0.127
H -0.27 -0.46 -2.59 0.331
H 1.19 0.69 -1.04 0.179
H -0.25 1.54 -0.60 0.329
H -1.38 -0.77 -0.19 0.106
H -0.19 -0.24 1.04 -0.286
H 0.79 -1.80 -1.13 0.207
O -5.24 0.14 3.03 -0.607
C -4.27 -0.60 3.83 -0.446
C -3.74 -1.76 2.98 -0.139
O -3.04 -1.31 1.86 -0.145
H -4.73 0.85 2.62 0.164
H -3.46 0.11 4.11 0.218
H -4.71 -0.98 4.74 0.404
H -4.52 -2.49 2.79 0.356
H -2.94 -2.20 3.57 -0.079
H -3.77 -1.05 1.28 0.196
O 0.26 -2.25 -3.11 -0.484
C 1.07 -2.35 -4.32 -0.454
C 1.81 -1.10 -4.55 -0.069
O 2.70 -1.41 -5.63 -0.592
H 0.01 -3.17 -2.87 0.228
H 1.77 -3.19 -4.23 0.412
H 0.44 -2.58 -5.18 0.271
H 2.36 -0.68 -3.69 0.167
H 1.13 -0.32 -4.92 0.199
H 3.44 -1.98 -5.39 0.311